Record 1
Molecular formula: C14H15ClHgN2O4Sb
Method: DFT, ωB97M-V/def2-TZVPD

Computed properties:
frontier orbital gap (alpha / beta) = 8.1 / 6.4 eV
E = -1806.7866 Ha
expectation value of S² = 0.757
HOMO energy (alpha / beta) = -0.308 / -0.330 Eh
molar mass = 633.09 g/mol
multiplicity = 2

Cartesian coordinates (Å):
Hg (1.995, 2.141, 1.009)
O (-4.006, 1.941, 1.247)
C (-3.577, 0.743, 0.916)
O (-4.273, -0.063, 0.348)
C (-2.151, 0.402, 1.256)
C (-1.631, -0.872, 1.196)
Cl (-2.432, -2.321, 0.818)
N (-0.295, -0.802, 1.438)
N (0.077, 0.483, 1.631)
C (-1.022, 1.210, 1.549)
C (-0.929, 2.700, 1.822)
O (-1.988, 3.310, 2.012)
O (0.218, 3.221, 1.829)
C (0.724, -1.816, 1.415)
C (2.007, -1.453, 1.026)
C (3.013, -2.401, 0.970)
C (2.746, -3.725, 1.289)
C (1.469, -4.079, 1.691)
C (0.457, -3.132, 1.767)
H (-3.263, 2.501, 1.648)
H (2.214, -0.426, 0.766)
H (4.009, -2.100, 0.671)
H (3.527, -4.471, 1.231)
H (1.248, -5.104, 1.959)
H (-0.518, -3.426, 2.118)
C (-0.982, 2.732, -2.962)
Sb (0.247, 1.722, -1.556)
C (1.981, 1.619, -2.802)
C (-0.450, -0.261, -1.871)
H (-0.939, 2.168, -3.893)
H (-0.605, 3.741, -3.115)
H (-2.006, 2.781, -2.597)
H (1.735, 1.148, -3.755)
H (2.758, 1.044, -2.300)
H (2.350, 2.628, -2.982)
H (-0.317, -0.501, -2.925)
H (-1.506, -0.321, -1.607)
H (0.117, -0.962, -1.258)


Record 2
Molecular formula: C14H15CrNO5
Method: DFT, ωB97M-V/def2-TZVPD

Computed properties:
frontier orbital gap (alpha / beta) = 8.4 / 9.0 eV
E = -2017.9516 Ha
expectation value of S² = 6.013
HOMO energy (alpha / beta) = -0.313 / -0.343 Eh
molar mass = 329.27 g/mol
multiplicity = 5
ΔE to the lowest compared entry with this formula, charge and spin = 0.0 kJ/mol

Cartesian coordinates (Å):
Cr (7.811, -9.330, 5.327)
O (9.227, -5.800, 4.679)
C (8.612, -6.722, 5.216)
O (7.981, -7.671, 4.524)
C (8.401, -6.694, 6.704)
C (6.922, -6.767, 7.156)
C (6.749, -6.303, 8.548)
C (7.473, -7.356, 9.366)
C (7.881, -8.353, 8.311)
O (6.846, -8.240, 7.290)
C (9.090, -7.704, 7.611)
C (10.090, -8.690, 6.954)
O (11.279, -8.562, 7.119)
O (9.472, -9.680, 6.260)
H (8.811, -5.707, 6.880)
H (6.119, -6.469, 6.490)
H (5.676, -6.236, 8.825)
H (7.116, -5.297, 8.631)
H (6.810, -7.894, 10.089)
H (8.302, -7.111, 9.957)
H (7.997, -9.402, 8.530)
H (9.721, -7.247, 8.392)
N (7.470, -11.392, 6.005)
C (6.203, -12.038, 5.860)
C (5.067, -11.537, 6.520)
C (3.922, -12.229, 6.446)
C (3.744, -13.321, 5.601)
C (4.849, -13.753, 4.905)
C (6.077, -13.162, 5.084)
H (8.205, -11.952, 5.568)
H (7.839, -11.234, 6.912)
H (5.122, -10.623, 7.054)
H (3.061, -11.929, 7.002)
H (2.759, -13.835, 5.499)
H (4.810, -14.647, 4.281)
H (6.942, -13.561, 4.564)